[1]
One molecule with the formula C3H10NOP. Source: the OMol25 dataset; level of theory: ωB97M-V with the def2-TZVPD basis set.

Structure (ORCA input):
```
! wB97M-V def2-TZVPD RIJCOSX def2/J DEFGRID3
* xyz 0 1
C 1.56 -0.37 1.14
C 0.53 1.66 -0.02
C -1.92 -0.65 -0.37
N 1.15 0.37 -0.09
O -0.01 -2.39 -1.08
P -0.24 -0.95 -0.92
H 2.12 -1.20 0.93
H 2.13 0.33 1.62
H 0.79 -0.64 1.79
H 1.07 2.19 0.75
H 0.76 2.00 -0.95
H -0.59 1.62 0.23
H -2.30 -1.17 0.41
H -2.23 0.37 0.04
H -2.64 -0.97 -1.23
H -0.17 -0.21 -2.24
*
```

Calculated values
strongest force on any atom: 0.1241 Eh/bohr
SMILES: CN(C)[P@H](C)=O
E_LUMO: 0.73 eV
DFT total energy: -591.57453 hartree
energy relative to the best compared isomer or geometry (same formula, charge and spin): 284.0 kJ/mol
HOMO-LUMO gap: 9.814 eV

Atomic charges from the natural (NBO) analysis, expressed in e, are listed below:
1. C -0.43
2. C -0.43
3. C -1.06
4. N -0.60
5. O -1.05
6. P 1.76
7. H 0.21
8. H 0.19
9. H 0.17
10. H 0.20
11. H 0.21
12. H 0.17
13. H 0.25
14. H 0.25
15. H 0.27
16. H -0.11


[2]
C3H10NOS as an isolated structure. Source: the OMol25 dataset; level of theory: ωB97M-V with the def2-TZVPD basis set.

Structure (ORCA input):
```
! wB97M-V def2-TZVPD RIJCOSX def2/J DEFGRID3
* xyz -1 1
C -0.39 -0.08 0.55
C -0.90 0.62 -0.72
S 0.44 0.91 -1.94
C 0.23 -1.41 0.19
N -0.63 -2.94 1.11
H 0.34 0.59 1.01
H -1.22 -0.28 1.25
H -1.65 -0.06 -1.16
H -1.35 1.59 -0.48
H -0.53 -1.95 -0.32
H 1.18 -1.34 -0.34
H 0.00 -3.67 0.73
H 0.39 -1.98 1.21
H 1.72 4.02 -0.50
H 1.00 2.69 -0.64
O 1.37 3.31 0.05
*
```

Calculated values
strongest force on any atom: 0.0341 Eh/bohr
E_LUMO: 3.53 eV
DFT total energy: -648.34866 hartree
energy relative to the best compared isomer or geometry (same formula, charge and spin): 480.2 kJ/mol
HOMO-LUMO gap: 6.485 eV

Atomic charges from the natural (NBO) analysis, expressed in e, are listed below:
1. C -0.42
2. C -0.50
3. S -0.71
4. C -0.51
5. N -0.72
6. H 0.21
7. H 0.19
8. H 0.17
9. H 0.19
10. H 0.29
11. H 0.26
12. H 0.29
13. H 0.32
14. H 0.45
15. H 0.50
16. O -1.00


[3]
A 2-piece molecular cluster, C3H10NOS overall. Source: the OMol25 dataset; level of theory: ωB97M-V with the def2-TZVPD basis set.

Structure (ORCA input):
```
! wB97M-V def2-TZVPD RIJCOSX def2/J DEFGRID3
* xyz -1 1
C 1.05 -0.86 3.45
S -0.48 -1.20 2.53
C 0.06 -1.22 0.80
H 0.90 -0.58 4.53
H 1.55 -0.02 3.12
H 1.61 -1.77 3.43
H 0.96 -1.80 0.62
H -0.72 -1.75 0.22
H 0.00 -0.16 0.51
N -0.57 1.10 -3.74
C -1.08 1.55 -2.40
O -0.41 0.87 -1.32
H 0.40 1.56 -3.79
H -0.36 0.14 -3.46
H -0.73 2.57 -2.31
H -2.19 1.60 -2.21
*
```

Calculated values
strongest force on any atom: 0.0687 Eh/bohr
E_LUMO: 3.30 eV
DFT total energy: -648.43404 hartree
energy relative to the best compared isomer or geometry (same formula, charge and spin): 256.0 kJ/mol
HOMO-LUMO gap: 5.830 eV

Atomic charges from the natural (NBO) analysis, expressed in e, are listed below:
1. C -0.74
2. S 0.12
3. C -0.74
4. H 0.21
5. H 0.21
6. H 0.20
7. H 0.20
8. H 0.23
9. H 0.30
10. N -0.90
11. C 0.08
12. O -1.03
13. H 0.33
14. H 0.35
15. H 0.09
16. H 0.09


[4]
A 2-piece molecular cluster, C3H10NOS overall. Source: the OMol25 dataset; level of theory: ωB97M-V with the def2-TZVPD basis set.

Structure (ORCA input):
```
! wB97M-V def2-TZVPD RIJCOSX def2/J DEFGRID3
* xyz -1 1
C -3.53 -0.84 -0.09
S -2.52 -0.30 1.31
C -1.21 0.62 0.44
H -4.27 -1.59 0.21
H -2.95 -1.35 -0.85
H -4.08 0.03 -0.46
H -1.61 1.30 -0.30
H -0.73 1.25 1.19
H -0.47 -0.12 0.13
N 3.70 0.87 -0.45
C 2.95 -0.30 0.09
O 1.60 -0.16 -0.11
H 3.70 0.69 -1.44
H 2.98 1.59 -0.35
H 3.29 -1.18 -0.48
H 3.16 -0.52 1.15
*
```

Calculated values
strongest force on any atom: 0.0439 Eh/bohr
E_LUMO: 3.28 eV
DFT total energy: -648.45797 hartree
energy relative to the best compared isomer or geometry (same formula, charge and spin): 193.2 kJ/mol
HOMO-LUMO gap: 5.848 eV

Atomic charges from the natural (NBO) analysis, expressed in e, are listed below:
1. C -0.75
2. S 0.13
3. C -0.74
4. H 0.21
5. H 0.21
6. H 0.20
7. H 0.19
8. H 0.23
9. H 0.30
10. N -0.91
11. C 0.11
12. O -1.01
13. H 0.33
14. H 0.35
15. H 0.07
16. H 0.08


[5]
A 2-piece molecular cluster, C3H10NOS overall. Source: the OMol25 dataset; level of theory: ωB97M-V with the def2-TZVPD basis set.

Structure (ORCA input):
```
! wB97M-V def2-TZVPD RIJCOSX def2/J DEFGRID3
* xyz -1 1
C -1.38 1.65 0.36
S -1.74 1.43 -1.40
H -2.17 1.22 1.01
H -0.43 1.10 0.70
H -1.19 2.71 0.57
H -2.18 2.67 -1.70
C 1.29 -0.39 0.64
O 0.66 0.22 1.70
C 1.31 -1.93 0.79
N 1.66 -2.53 -0.55
H 0.76 -0.31 -0.34
H 2.32 0.01 0.46
H 2.09 -2.29 1.49
H 0.32 -2.28 1.16
H 2.47 -2.15 -0.92
H 1.70 -3.59 -0.51
*
```

Calculated values
strongest force on any atom: 0.0715 Eh/bohr
E_LUMO: 3.48 eV
DFT total energy: -648.44362 hartree
energy relative to the best compared isomer or geometry (same formula, charge and spin): 230.9 kJ/mol
HOMO-LUMO gap: 6.204 eV

Atomic charges from the natural (NBO) analysis, expressed in e, are listed below:
1. C -0.81
2. S -0.09
3. H 0.20
4. H 0.34
5. H 0.20
6. H 0.09
7. C -0.05
8. O -0.95
9. C -0.23
10. N -0.88
11. H 0.10
12. H 0.09
13. H 0.14
14. H 0.18
15. H 0.34
16. H 0.33


[6]
A 2-piece molecular cluster, C3H10NOS overall. Source: the OMol25 dataset; level of theory: ωB97M-V with the def2-TZVPD basis set.

Structure (ORCA input):
```
! wB97M-V def2-TZVPD RIJCOSX def2/J DEFGRID3
* xyz 0 2
C 2.50 -0.06 0.28
C 1.07 0.33 -0.13
C 0.08 -0.87 -0.09
S -1.61 -0.60 0.40
N 0.72 1.38 0.90
H 2.84 -0.91 -0.32
H 2.44 -0.35 1.32
H 3.06 0.85 0.15
H 1.04 0.94 -1.02
H 0.02 -1.21 -1.13
H 0.40 -1.66 0.59
H -0.01 1.97 0.51
H 0.21 0.97 1.66
H -4.19 0.23 -0.39
H -4.01 -0.83 -1.56
O -4.57 -0.17 -1.17
*
```

Calculated values
strongest force on any atom: 0.0576 Eh/bohr
E_LUMO (spin up / spin down): 0.79 / -2.32 eV
DFT total energy: -648.41565 hartree
energy relative to the best compared isomer or geometry (same formula, charge and spin): 49.2 kJ/mol
HOMO-LUMO gap (spin up / spin down): 10.475 / 7.000 eV

Atomic charges from the natural (NBO) analysis, expressed in e, are listed below:
1. C -0.60
2. C -0.07
3. C -0.62
4. S 0.10
5. N -0.83
6. H 0.20
7. H 0.21
8. H 0.23
9. H 0.20
10. H 0.25
11. H 0.24
12. H 0.35
13. H 0.34
14. H 0.48
15. H 0.48
16. O -0.95


[7]
C3H10NS as an isolated structure. Source: the OMol25 dataset; level of theory: ωB97M-V with the def2-TZVPD basis set.

Structure (ORCA input):
```
! wB97M-V def2-TZVPD RIJCOSX def2/J DEFGRID3
* xyz 1 1
C 1.53 -0.46 -0.20
N 2.67 0.16 0.41
H 1.55 -0.35 -1.29
H 1.45 -1.53 0.16
H 2.64 1.18 0.35
H 2.86 -0.08 1.37
C -0.95 0.02 -1.79
S -0.35 0.28 0.25
C -2.38 -0.24 1.14
H -0.21 0.65 -2.29
H -1.94 0.42 -1.83
H -0.83 -1.07 -1.99
H -2.13 -0.25 2.16
H -2.98 0.65 0.88
H -2.65 -1.23 0.76
*
```

Calculated values
strongest force on any atom: 0.0706 Eh/bohr
E_LUMO: -5.61 eV
DFT total energy: -572.87942 hartree
energy relative to the best compared isomer or geometry (same formula, charge and spin): 314.4 kJ/mol
HOMO-LUMO gap: 8.712 eV

Atomic charges from the natural (NBO) analysis, expressed in e, are listed below:
1. C -0.16
2. N -0.74
3. H 0.23
4. H 0.24
5. H 0.39
6. H 0.39
7. C -0.52
8. S 0.15
9. C -0.38
10. H 0.23
11. H 0.23
12. H 0.24
13. H 0.22
14. H 0.24
15. H 0.23


[8]
A 2-piece molecular cluster, C3H10NS overall. Source: the OMol25 dataset; level of theory: ωB97M-V with the def2-TZVPD basis set.

Structure (ORCA input):
```
! wB97M-V def2-TZVPD RIJCOSX def2/J DEFGRID3
* xyz 1 1
C 0.62 -1.15 -2.39
N 1.28 -0.45 -1.55
H 1.03 -2.03 -2.87
H -0.37 -0.82 -2.59
H 0.92 0.42 -1.12
H 2.09 -0.86 -1.09
C -0.34 -0.37 1.68
C -1.16 0.74 1.03
S -0.21 1.90 0.02
H -0.99 -1.17 2.04
H 0.45 -0.82 1.09
H 0.15 0.07 2.55
H -1.60 1.33 1.84
H -2.02 0.41 0.46
H 0.17 2.80 0.93
*
```

Calculated values
strongest force on any atom: 0.0181 Eh/bohr
E_LUMO: -5.49 eV
DFT total energy: -572.95149 hartree
energy relative to the best compared isomer or geometry (same formula, charge and spin): 125.2 kJ/mol
HOMO-LUMO gap: 7.819 eV

Atomic charges from the natural (NBO) analysis, expressed in e, are listed below:
1. C 0.16
2. N -0.59
3. H 0.24
4. H 0.22
5. H 0.44
6. H 0.44
7. C -0.62
8. C -0.53
9. S -0.07
10. H 0.24
11. H 0.18
12. H 0.23
13. H 0.25
14. H 0.23
15. H 0.18